Below is C40H51N3OP2PbSb as an isolated structure, with properties calculated with the ωB97M-V functional and the def2-TZVPD basis.

Structure (XYZ):
```
99
Properties=species:S:1:pos:R:3:lowdin_charge:R:1
Pb -0.204 -0.458 0.622 1.317
C -2.443 0.549 -3.504 0.000
C -3.005 1.254 -2.300 -0.295
C -3.587 2.654 -2.521 -0.134
C -4.740 2.892 -1.591 -0.043
C -4.752 2.277 -0.420 -0.021
C -3.623 1.368 -0.028 -0.317
N -2.970 0.702 -1.163 0.160
Sb -3.079 -0.802 3.187 1.121
C -2.835 -2.287 1.632 -0.556
C -3.707 -3.380 1.764 -0.154
C -3.933 -4.225 0.696 -0.055
C -3.282 -3.980 -0.509 -0.044
C -2.400 -2.919 -0.581 -0.373
C -1.717 -2.593 -1.887 -0.050
N -2.167 -2.115 0.469 -0.094
C -1.130 0.062 3.509 -0.655
C -1.152 1.286 4.200 -0.173
C 0.005 1.786 4.756 -0.062
C 1.168 1.029 4.683 -0.047
C 1.151 -0.160 3.976 -0.358
C 2.337 -1.079 4.043 -0.027
N 0.052 -0.590 3.314 -0.057
H -1.973 1.247 -4.197 0.076
H -3.264 0.066 -4.042 0.101
H -1.723 -0.211 -3.205 0.054
H -3.908 2.763 -3.555 0.139
H -5.537 3.552 -1.912 0.118
H -5.558 2.416 0.293 0.125
H -4.210 -3.541 2.710 0.079
H -4.614 -5.062 0.789 0.113
H -3.459 -4.597 -1.382 0.117
H -1.399 -3.500 -2.402 0.082
H -0.847 -1.944 -1.749 0.028
H -2.416 -2.070 -2.543 0.074
H -2.092 1.815 4.308 0.085
H 0.002 2.738 5.277 0.113
H 2.073 1.341 5.191 0.117
H 2.137 -2.008 3.517 0.062
H 2.531 -1.316 5.091 0.097
H 3.246 -0.627 3.646 0.066
C 4.239 -0.425 -1.179 -0.245
P 2.960 -0.494 0.139 0.832
C 3.473 0.931 1.168 -0.244
C 3.543 -1.958 1.077 -0.409
C 4.789 -1.965 1.699 -0.099
C 5.194 -3.038 2.474 -0.059
C 4.348 -4.126 2.636 -0.056
C 3.117 -4.150 1.999 -0.087
C 2.704 -3.079 1.206 -0.404
P 1.111 -3.119 0.299 0.807
C 0.329 -4.673 0.830 -0.251
C 1.705 -3.552 -1.387 -0.239
H 5.230 -0.427 -0.724 0.046
H 4.116 0.482 -1.766 0.016
H 4.153 -1.288 -1.839 0.043
H 4.537 0.910 1.405 0.047
H 2.890 0.973 2.088 0.024
H 3.257 1.838 0.602 0.032
H 5.451 -1.111 1.599 0.103
H 6.163 -3.023 2.958 0.113
H 4.649 -4.961 3.256 0.114
H 2.475 -5.010 2.136 0.094
H 0.045 -4.609 1.881 0.061
H 0.987 -5.527 0.667 0.052
H -0.582 -4.813 0.248 0.034
H 2.483 -4.312 -1.325 0.059
H 2.105 -2.666 -1.884 0.024
H 0.874 -3.931 -1.981 0.032
C -0.875 3.952 1.093 -0.026
C -1.999 3.411 0.193 -0.270
C -2.622 2.152 0.831 -0.141
C -1.518 3.236 -1.223 -0.012
C -2.400 3.762 -2.291 -0.161
C -1.771 4.016 -3.593 -0.014
C -0.522 3.589 -3.813 -0.010
C 0.193 2.828 -2.828 -0.049
C 1.561 2.357 -3.223 -0.347
C 2.618 2.993 -2.311 -0.036
C 1.641 0.822 -3.262 -0.049
C -0.344 2.530 -1.542 -0.354
O 0.235 1.728 -0.713 -0.275
H -1.257 4.089 2.107 0.087
H -0.513 4.917 0.730 0.090
H -0.039 3.256 1.123 0.071
H -2.781 4.171 0.160 0.140
H -1.833 1.486 1.174 0.008
H -4.000 0.570 0.611 0.077
H -3.155 2.470 1.729 0.122
H -2.922 4.656 -1.944 0.166
H -2.350 4.517 -4.362 0.133
H -0.041 3.775 -4.766 0.124
H 1.741 2.716 -4.236 0.129
H 2.423 2.730 -1.273 0.057
H 2.603 4.081 -2.401 0.091
H 3.614 2.651 -2.596 0.081
H 1.519 0.407 -2.262 0.033
H 2.608 0.516 -3.666 0.083
H 0.864 0.408 -3.910 0.082
```

Calculated values
gap between HOMO and LUMO (spin up / spin down): 3.9825 / 3.9479 eV
energy: -79180.9436 eV
E_HOMO (spin up / spin down): -7.8 / -7.8 eV
total charge: +1